Here is a 2-piece molecular cluster, C3H9NO3 overall in a non-equilibrium geometry from the OMol25 dataset. Energies are from the ωB97M-V functional and the def2-TZVPD basis.

Each line ends with the Löwdin charge.
Atoms and positions in Å:
N (1.362, -0.454, -0.889)  0.058
C (0.807, -0.088, 0.398)  -0.340
C (0.384, -1.395, 1.093)  -0.220
O (-0.052, -1.499, 2.206)  0.068
C (-0.385, 0.859, 0.503)  -0.204
O (-0.051, 2.234, 0.302)  -0.064
H (2.077, 0.169, -1.256)  0.085
H (0.675, -0.406, -1.633)  0.053
H (1.590, 0.261, 1.047)  0.150
H (0.577, -2.300, 0.490)  0.124
H (-1.195, 0.669, -0.199)  0.107
H (-0.762, 0.781, 1.518)  0.119
H (0.879, 2.398, 0.142)  0.076
O (-1.750, -0.171, -2.536)  -0.043
H (-2.208, 0.617, -2.838)  0.049
H (-0.890, -0.001, -2.158)  -0.019

Summary:
Strongest force on any atom (eV/Å): 1.4
Kohn-Sham gap (eV): 10.25
SMILES string: N[C@H](C=O)CO.O
HOMO energy (eV): -9.782
Lowest unoccupied orbital energy (Eh): 0.017

=====

Here is a 2-piece molecular cluster, C3H9NO3 overall in a non-equilibrium geometry from the OMol25 dataset. Energies are from the ωB97M-V functional and the def2-TZVPD basis.

Each line ends with the Löwdin charge.
Atoms and positions in Å:
C (-0.264, 0.675, 1.431)  -0.107
N (-0.631, -0.084, 0.255)  -0.170
C (0.170, 0.551, -0.796)  -0.135
C (0.055, -0.089, -2.126)  -0.469
O (0.428, 0.416, -3.193)  0.087
O (-0.578, -1.282, -1.870)  0.097
H (0.769, 0.371, 1.671)  0.088
H (-0.902, 0.476, 2.308)  0.116
H (-0.273, 1.759, 1.227)  0.100
H (-1.637, 0.069, 0.110)  0.171
H (-0.313, 1.512, -1.062)  0.152
H (1.236, 0.758, -0.582)  0.165
H (-0.655, -1.170, -0.883)  0.057
O (0.803, -1.685, 1.328)  -0.106
H (1.650, -1.186, 1.277)  0.047
H (0.141, -1.091, 0.906)  -0.092

Summary:
Strongest force on any atom (eV/Å): 3.6
Kohn-Sham gap (eV): 11.02
SMILES string: CNCC(=O)O.O
HOMO energy (eV): -10.657
Lowest unoccupied orbital energy (Eh): 0.013

=====

Here is a 2-piece molecular cluster, C3H9NO3 overall in a non-equilibrium geometry from the OMol25 dataset. Energies are from the ωB97M-V functional and the def2-TZVPD basis.

Each line ends with the Löwdin charge.
Atoms and positions in Å:
N (-1.767, 0.644, 0.906)  0.067
C (-0.338, 0.608, 0.508)  -0.339
C (-0.076, -0.621, -0.318)  -0.223
O (-0.719, -1.017, -1.254)  0.060
C (-0.044, 1.983, -0.123)  -0.250
O (-0.104, 3.001, 0.856)  -0.042
H (-1.876, 0.210, 1.819)  0.077
H (-2.295, 0.043, 0.278)  0.072
H (0.408, 0.649, 1.293)  0.137
H (0.712, -1.363, 0.009)  0.119
H (-0.744, 2.185, -0.958)  0.135
H (0.969, 1.845, -0.516)  0.117
H (-0.697, 3.646, 0.474)  0.084
O (2.540, -3.969, -0.503)  -0.051
H (1.956, -3.216, -0.501)  -0.003
H (2.713, -4.255, -1.406)  0.039

Summary:
Strongest force on any atom (eV/Å): 1.7
Kohn-Sham gap (eV): 10.33
SMILES string: N[C@@H](C=O)CO.O
HOMO energy (eV): -9.755
Lowest unoccupied orbital energy (Eh): 0.021

=====

Here is a 2-piece molecular cluster, C3H9NO3 overall in a non-equilibrium geometry from the OMol25 dataset. Energies are from the ωB97M-V functional and the def2-TZVPD basis.

Each line ends with the Löwdin charge.
Atoms and positions in Å:
N (-2.136, 1.534, 1.508)  0.071
C (-1.046, 0.626, 1.206)  -0.461
O (-1.452, -0.686, 0.916)  -0.020
C (-0.325, 1.232, 0.006)  -0.209
O (-0.577, 0.860, -1.117)  0.053
H (-2.630, 1.220, 2.337)  0.081
H (-2.804, 1.547, 0.745)  0.085
H (-0.376, 0.607, 2.075)  0.144
H (-1.398, -0.794, -0.048)  0.085
H (0.111, 2.227, 0.184)  0.130
C (2.193, -1.571, -1.628)  -0.160
O (1.597, -0.659, -0.741)  -0.159
H (3.255, -1.356, -1.789)  0.076
H (1.671, -1.432, -2.573)  0.083
H (2.066, -2.610, -1.311)  0.078
H (1.851, -0.745, 0.231)  0.124

Summary:
Strongest force on any atom (eV/Å): 2.3
Kohn-Sham gap (eV): 10.79
SMILES string: N[C@@H](O)C=O.CO
HOMO energy (eV): -10.029
Lowest unoccupied orbital energy (Eh): 0.028

=====

Here is a 2-piece molecular cluster, C3H9NO3 overall in a non-equilibrium geometry from the OMol25 dataset. Energies are from the ωB97M-V functional and the def2-TZVPD basis.

Each line ends with the Löwdin charge.
Atoms and positions in Å:
C (0.210, 1.335, -0.205)  -0.234
C (-1.626, -0.227, 0.477)  -0.196
C (1.594, -1.143, -0.379)  -0.179
N (0.536, -0.608, -1.211)  -0.166
O (0.438, 0.839, -1.387)  -0.020
O (-0.067, 2.637, -0.189)  0.121
O (-1.042, -0.572, 1.740)  -0.141
H (-0.190, 2.952, -1.099)  0.140
H (-0.641, -1.442, 1.634)  0.072
H (-0.768, -0.503, -0.486)  0.092
H (0.466, 0.997, 0.794)  0.147
H (-2.154, 0.711, 0.642)  0.076
H (-2.376, -0.971, 0.173)  0.080
H (1.510, -2.228, -0.481)  0.085
H (1.512, -0.917, 0.695)  0.051
H (2.595, -0.860, -0.718)  0.072

Summary:
Strongest force on any atom (eV/Å): 3.7
Kohn-Sham gap (alpha / beta) (eV): 7.89 / 7.89
HOMO energy (alpha / beta) (eV): -7.390 / -7.389
Lowest unoccupied orbital energy (alpha / beta) (Eh): 0.018 / 0.018

=====

Here is C3H9NO3 as an isolated structure in a non-equilibrium geometry from the OMol25 dataset. Energies are from the ωB97M-V functional and the def2-TZVPD basis.

Each line ends with the Löwdin charge.
Atoms and positions in Å:
C (-0.683, 0.192, 0.486)  -0.636
C (0.267, -0.187, -0.685)  -0.349
C (1.528, -0.892, -0.224)  -0.072
N (-0.343, 1.674, 0.546)  0.053
O (-0.427, -0.363, 1.736)  0.040
O (-2.018, 0.088, 0.137)  0.047
O (-0.482, -1.081, -1.562)  -0.062
H (-1.113, 0.018, 2.303)  0.112
H (-1.996, -0.598, -0.567)  0.105
H (-0.086, -1.000, -2.439)  0.099
H (0.370, 1.231, -0.668)  0.202
H (0.513, 1.885, 1.050)  0.112
H (-1.119, 2.244, 0.219)  0.113
H (2.079, -0.285, 0.501)  0.077
H (1.311, -1.863, 0.240)  0.086
H (2.197, -1.064, -1.072)  0.074

Summary:
Strongest force on any atom (eV/Å): 3.9
Kohn-Sham gap (eV): 8.83
HOMO energy (eV): -8.037
Lowest unoccupied orbital energy (Eh): 0.029

=====

Here is a 2-piece molecular cluster, C3H9NO3 overall in a non-equilibrium geometry from the OMol25 dataset. Energies are from the ωB97M-V functional and the def2-TZVPD basis.

Each line ends with the Löwdin charge.
Atoms and positions in Å:
O (2.351, -0.646, 0.495)  0.052
C (1.217, -0.924, 0.772)  -0.220
C (0.041, -0.125, 0.195)  -0.191
N (-1.179, -0.090, 0.949)  -0.070
C (-2.339, 0.496, 0.322)  -0.329
O (-2.838, -0.295, -0.703)  -0.039
H (0.937, -1.666, 1.548)  0.127
H (-0.159, -0.554, -0.791)  0.131
H (0.448, 0.883, 0.017)  0.127
H (-1.082, 0.135, 1.923)  0.112
H (-3.059, 0.677, 1.125)  0.122
H (-2.098, 1.474, -0.098)  0.121
H (-3.173, -1.136, -0.342)  0.106
O (4.022, 0.452, -1.888)  -0.060
H (3.503, 1.122, -2.333)  0.024
H (3.407, 0.198, -1.191)  -0.013

Summary:
Strongest force on any atom (eV/Å): 1.7
Kohn-Sham gap (eV): 10.30
SMILES string: O=CCNCO.O
HOMO energy (eV): -9.634
Lowest unoccupied orbital energy (Eh): 0.025

=====

Here is a 2-piece molecular cluster, C3H9NO3 overall in a non-equilibrium geometry from the OMol25 dataset. Energies are from the ωB97M-V functional and the def2-TZVPD basis.

Each line ends with the Löwdin charge.
Atoms and positions in Å:
C (1.661, -0.235, 1.127)  -0.189
N (0.323, -0.412, 1.229)  0.228
C (-0.530, 0.904, 1.254)  -0.028
C (-0.844, 1.378, -0.214)  -0.237
O (-2.004, 0.933, -0.810)  -0.029
O (2.354, -1.233, 1.241)  0.253
H (2.114, 0.721, 0.974)  0.169
H (-0.176, -1.183, 1.456)  0.132
H (-1.498, 0.578, 1.898)  0.194
H (0.026, 1.713, 1.704)  0.122
H (-0.667, 2.388, -0.346)  0.114
H (-0.074, 0.770, -0.810)  0.123
H (-2.159, -0.010, -0.485)  0.131
H (-0.923, -1.271, -2.039)  0.105
H (0.452, -0.868, -2.958)  0.053
O (-0.485, -1.230, -3.055)  -0.140

Summary:
Charge: +1
Strongest force on any atom (eV/Å): 7.6
Kohn-Sham gap (alpha / beta) (eV): 9.73 / 4.73
HOMO energy (alpha / beta) (eV): -14.645 / -14.643
⟨S²⟩: 0.7862
Multiplicity: 2
Lowest unoccupied orbital energy (alpha / beta) (Eh): -0.181 / -0.364

=====

Here is an isolated ion of composition C3H9NO3P and charge -1 in a non-equilibrium geometry from the OMol25 dataset. Energies are from the ωB97M-V functional and the def2-TZVPD basis.

Each line ends with the Löwdin charge.
Atoms and positions in Å:
C (-0.924, 0.318, 1.291)  -0.113
C (0.463, 0.174, 0.669)  -0.614
C (0.562, -1.394, -0.017)  -0.046
O (1.331, 0.197, 1.786)  -0.036
P (0.774, 1.561, -0.461)  0.272
N (-0.168, 1.283, -1.993)  -0.088
O (2.222, 1.754, -0.888)  -0.415
O (0.248, 2.711, 0.250)  -0.363
H (-1.097, -0.567, 1.938)  0.069
H (-1.663, 0.312, 0.440)  0.081
H (-0.906, 1.334, 1.875)  0.106
H (1.524, -1.455, -0.506)  0.043
H (0.366, -2.164, 0.769)  0.056
H (-0.263, -1.602, -0.734)  0.051
H (2.079, 0.644, 1.602)  0.014
H (-0.948, 1.989, -1.856)  0.037
H (0.440, 1.628, -2.646)  -0.054

Summary:
Charge: -1
Strongest force on any atom (eV/Å): 4.9
Kohn-Sham gap (eV): 8.82
SMILES string: CC(C)(O)[P@](N)(=O)[O-]
HOMO energy (eV): -4.818
Lowest unoccupied orbital energy (Eh): 0.147

=====

Here is an isolated ion of composition C3H9NO3P and charge -1 in a non-equilibrium geometry from the OMol25 dataset. Energies are from the ωB97M-V functional and the def2-TZVPD basis.

Each line ends with the Löwdin charge.
Atoms and positions in Å:
C (1.056, 0.067, 1.092)  -0.138
C (0.416, 0.742, -0.097)  -0.568
C (1.000, 0.371, -1.421)  -0.094
O (0.148, 2.284, 0.133)  -0.081
P (-1.320, -0.073, 0.024)  0.275
N (-1.015, -1.809, 0.013)  -0.112
O (-2.018, 0.162, -1.277)  -0.403
O (-1.993, 0.274, 1.302)  -0.383
H (0.711, 0.294, 2.113)  0.076
H (2.093, 0.301, 1.092)  0.045
H (0.907, -1.074, 1.099)  0.088
H (2.155, 0.401, -1.242)  0.101
H (0.723, -0.760, -1.652)  0.110
H (0.516, 0.936, -2.144)  0.042
H (-0.320, 2.114, 0.922)  0.004
H (-1.462, -2.171, 0.845)  0.012
H (-1.596, -2.060, -0.803)  0.025

Summary:
Charge: -1
Strongest force on any atom (eV/Å): 4.2
Kohn-Sham gap (eV): 8.64
SMILES string: CC(C)(O)[P@](N)(=O)[O-]
HOMO energy (eV): -4.591
Lowest unoccupied orbital energy (Eh): 0.149

=====

Here is a 2-piece molecular cluster, C3H9NO4 overall in a non-equilibrium geometry from the OMol25 dataset. Energies are from the ωB97M-V functional and the def2-TZVPD basis.

Each line ends with the Löwdin charge.
Atoms and positions in Å:
C (0.372, 1.768, -0.497)  -0.493
C (-0.849, 0.692, 0.360)  -0.092
C (1.206, -1.891, 0.825)  -0.158
N (-1.133, -0.258, -0.598)  0.039
O (0.803, -1.451, -0.446)  -0.158
O (-2.316, -0.830, -0.498)  0.074
O (1.392, 1.026, -0.748)  -0.094
O (-0.305, 2.317, -1.587)  0.000
H (-2.712, -0.677, 0.389)  0.131
H (-0.163, 1.702, -2.323)  0.106
H (1.158, -0.493, -0.615)  0.044
H (0.501, 2.585, 0.237)  0.147
H (-0.154, 0.412, 1.149)  0.106
H (-1.743, 1.131, 0.825)  0.114
H (2.290, -1.793, 0.948)  0.089
H (0.733, -1.303, 1.631)  0.064
H (0.917, -2.935, 0.947)  0.080

Summary:
Strongest force on any atom (eV/Å): 1.8
Kohn-Sham gap (alpha / beta) (eV): 7.24 / 7.26
HOMO energy (alpha / beta) (eV): -9.005 / -9.009
Lowest unoccupied orbital energy (alpha / beta) (Eh): -0.065 / -0.064

=====

Here is a 2-piece molecular cluster, C3H9NO4 overall in a non-equilibrium geometry from the OMol25 dataset. Energies are from the ωB97M-V functional and the def2-TZVPD basis.

Each line ends with the Löwdin charge.
Atoms and positions in Å:
C (2.379, 0.049, 0.084)  0.004
C (1.669, 0.719, -1.065)  -0.567
N (2.452, 1.508, -1.828)  0.161
O (0.471, 0.627, -1.265)  0.038
H (3.183, -0.585, -0.288)  0.087
H (2.800, 0.801, 0.750)  0.090
H (1.690, -0.573, 0.651)  0.072
H (2.044, 2.003, -2.603)  0.114
H (3.432, 1.630, -1.639)  0.106
O (-4.078, -0.528, 1.582)  -0.027
C (-3.087, -1.008, 0.762)  -0.297
O (-1.919, -0.278, 1.199)  -0.148
O (-0.752, -0.860, 0.658)  -0.068
H (-3.596, -0.397, 2.443)  0.124
H (-3.342, -0.775, -0.282)  0.132
H (-2.877, -2.084, 0.912)  0.128
H (-0.469, -0.249, -0.071)  0.050

Summary:
Strongest force on any atom (eV/Å): 1.5
Kohn-Sham gap (eV): 10.38
SMILES string: CC(N)=O.OCOO
HOMO energy (eV): -9.717
Lowest unoccupied orbital energy (Eh): 0.024